This record from OMol25 describes 16 unconnected molecules or ions with the total composition C55H110O23 at a distorted geometry. The level of theory is ωB97M-V/def2-TZVPD.

Total energy = -105912.905 eV
Max |F| = 3.2 eV/A
HOMO level = -0.3347 Eh
ΔE to the lowest compared entry with this formula, charge and spin = 3.8 kcal/mol
Gap between HOMO and LUMO = 9.2 eV

ORCA input file:
```
! RIJCOSX wB97M-V def2-TZVPD def2/J DEFGRID3
* xyz 0 1
O 4.7403 -4.5276 0.9232
C 3.7819 -4.3654 1.6822
O 3.6044 -5.1275 2.7706
C 4.4683 -6.2953 2.9004
C 5.5968 -5.8610 3.8532
C 2.7667 -3.3300 1.5845
H 4.8002 -6.5500 1.9120
H 3.7691 -6.9920 3.3392
H 5.0466 -5.5186 4.7454
H 6.1650 -5.0339 3.4148
H 6.3146 -6.6535 4.0458
H 2.8459 -2.8045 0.6357
H 2.9795 -2.5424 2.3047
H 1.7756 -3.7425 1.7550
O 1.1778 6.0168 -0.7346
C 2.3766 6.0236 -0.4493
O 3.0476 4.8765 -0.3876
C 2.2983 3.6673 -0.6434
C 2.1943 3.3475 -2.1453
C 3.2086 7.2185 -0.1214
H 1.3030 3.7515 -0.2290
H 2.8243 2.9161 -0.0597
H 3.1724 3.3225 -2.6105
H 1.5616 4.0670 -2.6546
H 1.6798 2.3892 -2.1917
H 3.9462 7.4448 -0.8951
H 3.7564 7.0351 0.8007
H 2.5822 8.1016 -0.0684
O -1.0551 -3.1937 -2.8386
C 0.1092 -3.4526 -2.7135
O 0.6171 -4.5686 -3.2853
C -0.3283 -5.3688 -3.9821
C 0.5233 -6.3855 -4.6802
C 1.1372 -2.7304 -1.9040
H -0.9444 -4.7443 -4.6262
H -1.0171 -5.7578 -3.2349
H 1.0769 -6.9261 -3.8995
H 1.2183 -5.7970 -5.2822
H -0.0114 -7.1195 -5.2652
H 2.1402 -3.1045 -2.0248
H 0.9142 -2.8100 -0.8356
H 1.0816 -1.6709 -2.1497
O 1.0501 -0.3476 -7.1493
C 0.6161 -0.7076 -6.0391
O -0.4744 -1.4748 -5.8984
C -1.0842 -1.8649 -7.1155
C -1.3263 -3.3521 -7.0094
C 1.1971 -0.3984 -4.7294
H -0.4388 -1.5863 -7.9438
H -2.0023 -1.2924 -7.2219
H -1.9772 -3.5507 -6.1576
H -0.4024 -3.9008 -6.8380
H -1.8547 -3.6885 -7.9052
H 1.9585 -1.1014 -4.3946
H 0.4227 -0.5273 -3.9875
H 1.6060 0.6153 -4.6426
O -1.9801 2.7901 -4.3523
C -1.2110 3.6822 -4.0179
O -0.0956 3.9142 -4.7655
C 0.0630 3.0544 -5.9050
C 1.4513 3.2534 -6.3965
C -1.3901 4.6936 -2.9408
H -0.7643 3.2883 -6.5624
H -0.2169 2.0319 -5.6942
H 1.5738 2.6511 -7.2925
H 2.1763 3.0187 -5.6116
H 1.6196 4.2908 -6.6954
H -2.3459 4.6283 -2.4397
H -1.1333 5.6864 -3.2978
H -0.5787 4.4853 -2.2226
O -2.8596 4.3560 0.1662
C -3.0625 4.0199 1.3459
O -2.0550 3.6223 2.2162
C -0.7358 3.8339 1.6930
C -0.2485 5.1832 2.2053
C -4.4298 3.8572 2.0089
H -0.8689 3.8972 0.6155
H -0.1584 3.0133 2.0772
H -0.4230 5.2253 3.2774
H -0.7768 6.0271 1.7737
H 0.8121 5.2983 1.9839
H -4.7550 2.8499 1.7352
H -5.1108 4.6376 1.6916
H -4.2595 3.9158 3.0727
O -1.1794 -1.1738 1.1591
C -0.3635 -0.2498 1.1771
O -0.4432 0.8445 0.4009
C -1.5463 0.8979 -0.4485
C -1.1987 0.3804 -1.8771
C 0.9264 -0.2089 1.9826
H -1.7993 1.9496 -0.4967
H -2.3484 0.3229 -0.0078
H -1.9454 0.7473 -2.5898
H -1.1390 -0.7071 -1.9189
H -0.2041 0.8053 -2.0857
H 0.9418 -0.9595 2.7721
H 1.1517 0.7494 2.4277
H 1.7434 -0.3956 1.2713
C -4.8171 2.6470 -2.2411
C -5.7807 3.7303 -2.6776
O -6.7928 3.9904 -2.0381
C -5.3265 4.6324 -3.7736
H -5.3839 1.8438 -1.7819
H -4.1088 3.0743 -1.5297
H -4.1625 2.3161 -3.0470
H -4.8893 4.0795 -4.6161
H -4.5185 5.2847 -3.4213
H -6.0958 5.2993 -4.1390
C -4.8883 -1.0183 -1.8794
C -4.4641 -2.3707 -2.3800
O -4.5318 -3.3267 -1.6205
C -4.0259 -2.4420 -3.7925
H -5.9578 -0.8811 -1.7257
H -4.4607 -0.2728 -2.5484
H -4.2824 -0.8156 -1.0031
H -4.6865 -1.8411 -4.4378
H -3.8604 -3.4663 -4.0994
H -3.1039 -1.8680 -3.9018
C 4.2657 3.8266 3.7795
C 3.7226 2.7068 2.9240
O 2.5408 2.5141 2.6955
C 4.7399 1.7524 2.3509
H 4.8065 3.3895 4.6253
H 3.4840 4.3799 4.2814
H 5.0838 4.3026 3.2412
H 5.5188 1.4412 3.0355
H 5.2504 2.2104 1.5017
H 4.2076 0.8580 2.0346
C 4.4217 -0.0897 -2.3668
C 3.9564 -0.6006 -1.0035
O 2.8251 -0.4642 -0.5984
C 5.0575 -1.1700 -0.1861
H 5.1839 0.6820 -2.2262
H 3.5574 0.3302 -2.9022
H 4.8746 -0.8687 -2.9801
H 4.6671 -1.2990 0.8109
H 5.8816 -0.4466 -0.2061
H 5.5381 -2.0672 -0.5618
C -2.1010 3.4161 5.5751
C -1.1882 2.2032 5.6647
O -1.5407 1.2580 6.3900
C 0.1211 2.2385 4.9479
H -3.0519 3.1447 5.1534
H -1.6811 4.1709 4.9201
H -2.1311 3.8007 6.5948
H 0.7526 1.3709 5.1329
H 0.7055 3.1100 5.1983
H -0.0458 2.3154 3.8783
C -4.1935 -5.1449 1.3630
C -2.6414 -5.0962 1.4930
O -2.0673 -5.7849 2.3410
C -1.9082 -4.3203 0.4723
H -4.4512 -5.9991 0.7353
H -4.5861 -4.3361 0.7417
H -4.5775 -5.1933 2.3934
H -0.8416 -4.2987 0.6250
H -2.2069 -3.2797 0.5465
H -2.1148 -4.6831 -0.5310
C -5.3288 -1.5820 1.7209
C -4.7919 -0.1915 2.0935
O -4.7911 0.6866 1.2372
C -4.1354 -0.0174 3.4382
H -4.4761 -2.0837 1.2424
H -6.1658 -1.4299 1.0331
H -5.6528 -2.1313 2.6132
H -4.3914 0.9328 3.8978
H -3.0408 -0.0293 3.4058
H -4.3464 -0.8666 4.0758
C -0.2109 -1.6210 5.8081
C -1.4271 -2.4736 5.4829
O -2.4127 -2.4969 6.2383
C -1.4325 -3.2452 4.2115
H 0.6180 -2.2861 6.0524
H -0.4950 -0.8887 6.5504
H 0.0935 -1.1621 4.8686
H -0.5075 -3.8032 4.0284
H -1.5832 -2.6157 3.3395
H -2.2154 -3.9830 4.2877
C 3.5512 -0.7741 4.7945
C 4.8760 -1.3860 4.4429
O 5.4356 -1.1970 3.3431
C 5.4446 -2.3920 5.4331
H 2.9292 -1.5825 5.1921
H 3.0730 -0.2944 3.9483
H 3.5433 -0.1657 5.6983
H 5.6085 -1.9628 6.4418
H 6.3774 -2.8208 5.0803
H 4.7890 -3.2480 5.6115
*
```

Mulliken population analysis, charges in e, atoms 1 to 99: number 1, O, carries -0.659; number 2, C, carries 0.268; number 3, O, carries -0.291; number 4, C, carries -0.471; number 5, C, carries -0.846; number 6, C, carries 1.144; number 7, H, carries 0.372; number 8, H, carries 0.326; number 9, H, carries 0.160; number 10, H, carries 0.203; number 11, H, carries 0.446; number 12, H, carries -0.658; number 13, H, carries -0.524; number 14, H, carries 0.404; number 15, O, carries -0.505; number 16, C, carries 0.899; number 17, O, carries -0.451; number 18, C, carries 1.386; number 19, C, carries -1.064; number 20, C, carries -1.336; number 21, H, carries -0.690; number 22, H, carries -0.139; number 23, H, carries 0.448; number 24, H, carries 0.407; number 25, H, carries -0.070; number 26, H, carries 0.353; number 27, H, carries 0.305; number 28, H, carries 0.346; number 29, O, carries -0.396; number 30, C, carries -0.071; number 31, O, carries -0.201; number 32, C, carries 0.345; number 33, C, carries -1.436; number 34, C, carries 0.993; number 35, H, carries -0.162; number 36, H, carries 0.232; number 37, H, carries 0.346; number 38, H, carries 0.330; number 39, H, carries 0.408; number 40, H, carries 0.727; number 41, H, carries -0.590; number 42, H, carries -0.615; number 43, O, carries -0.692; number 44, C, carries 0.150; number 45, O, carries 0.027; number 46, C, carries -0.548; number 47, C, carries -0.803; number 48, C, carries 0.482; number 49, H, carries 0.442; number 50, H, carries 0.310; number 51, H, carries -0.089; number 52, H, carries 0.262; number 53, H, carries 0.456; number 54, H, carries 0.622; number 55, H, carries -0.477; number 56, H, carries -0.117; number 57, O, carries -0.665; number 58, C, carries 0.816; number 59, O, carries -0.315; number 60, C, carries 0.203; number 61, C, carries -1.219; number 62, C, carries 0.178; number 63, H, carries 0.418; number 64, H, carries -0.153; number 65, H, carries 0.378; number 66, H, carries 0.118; number 67, H, carries 0.433; number 68, H, carries -0.153; number 69, H, carries 0.446; number 70, H, carries -0.538; number 71, O, carries -0.564; number 72, C, carries 0.732; number 73, O, carries 0.081; number 74, C, carries 1.373; number 75, C, carries -1.439; number 76, C, carries -0.831; number 77, H, carries 0.220; number 78, H, carries -0.879; number 79, H, carries 0.261; number 80, H, carries 0.427; number 81, H, carries 0.083; number 82, H, carries -0.142; number 83, H, carries 0.413; number 84, H, carries 0.291; number 85, O, carries -0.377; number 86, C, carries 0.334; number 87, O, carries 0.260; number 88, C, carries -0.093; number 89, C, carries 1.501; number 90, C, carries 2.061; number 91, H, carries -0.401; number 92, H, carries -0.084; number 93, H, carries 0.480; number 94, H, carries -0.688; number 95, H, carries -0.921; number 96, H, carries -0.179; number 97, H, carries -0.634; number 98, H, carries -1.021; number 99, C, carries 0.396